#w
Computed, not measured: a 2-piece molecular cluster, C6H12N2O overall, with ωB97M-V with the def2-TZVPD basis set.

Structure (XYZ):
```
21
Properties=species:S:1:pos:R:3
C 0.732 0.231 -1.154
C -1.163 0.449 -0.224
N -2.151 -0.278 -0.831
C 0.925 -0.764 -2.031
C -1.396 1.553 0.514
O 0.791 1.524 -1.555
H 0.504 2.122 -0.822
H -1.886 -0.782 -1.666
H -3.077 0.131 -0.909
H 1.029 -0.552 -3.084
H 1.010 -1.797 -1.721
H -2.388 1.988 0.648
H -0.615 2.000 1.126
N 1.409 -0.100 0.399
C 0.545 -0.995 1.156
C 0.635 -1.080 2.487
H 2.334 -0.501 0.199
H 1.404 0.822 0.835
H 0.091 -1.758 0.542
H 0.116 -1.873 3.007
H 1.150 -0.337 3.083
```

Results
Spin multiplicity ... 1
E_LUMO ... 0.6336 eV
HOMO level ... -6.71 eV
Net charge ... 0

---

#x
Computed, not measured: a 2-piece molecular cluster, C6H12N2O overall, with ωB97M-V with the def2-TZVPD basis set.

Structure (XYZ):
```
21
Properties=species:S:1:pos:R:3
C 1.489 -0.432 0.483
C 1.128 0.271 -0.754
C 1.635 0.289 -2.032
N 0.868 1.048 -2.845
C -0.347 1.184 -2.132
N -0.153 0.831 -0.831
H 2.531 -0.175 0.775
H 1.622 -1.531 0.197
H 0.740 -0.377 1.260
H 2.565 -0.061 -2.290
H 1.049 1.331 -3.829
H -1.291 1.707 -2.336
C -1.328 -1.842 2.994
C -1.499 -1.039 1.713
O -1.248 0.349 2.083
H -2.278 -1.624 3.527
H -0.433 -1.501 3.486
H -1.367 -2.897 2.902
H -0.936 -1.425 0.924
H -2.558 -0.975 1.456
H -1.131 0.995 1.364
```

Results
Spin multiplicity ... 1
SMILES string ... Cc1c[nH]cn1.CCO
E_LUMO ... 0.7738 eV
HOMO level ... -8.53 eV
Net charge ... 0

---

#y
Computed, not measured: a 2-piece molecular cluster, C6H12N2O overall, with ωB97M-V with the def2-TZVPD basis set.

Structure (XYZ):
```
21
Properties=species:S:1:pos:R:3
C -0.206 -1.773 0.189
C 0.988 -1.040 -0.355
C 1.945 -1.533 -1.181
N 2.807 -0.441 -1.397
C 2.219 0.628 -0.807
N 1.174 0.296 -0.068
H -0.646 -2.473 -0.518
H -1.011 -1.138 0.594
H -0.020 -2.223 1.181
H 2.146 -2.559 -1.446
H 3.556 -0.590 -2.054
H 2.695 1.592 -0.837
C -3.382 1.524 1.772
C -2.667 1.111 0.471
O -1.355 0.763 0.829
H -3.894 2.474 1.605
H -2.648 1.604 2.572
H -4.177 0.942 2.244
H -3.361 0.345 0.058
H -2.743 1.919 -0.270
H -0.689 1.105 0.216
```

Results
Spin multiplicity ... 1
SMILES string ... Cc1c[nH]cn1.CCO
E_LUMO ... 0.8354 eV
HOMO level ... -8.68 eV
Net charge ... 0

---

#z
Computed, not measured: a 2-piece molecular cluster, C6H12N2O overall, with ωB97M-V with the def2-TZVPD basis set.

Structure (XYZ):
```
21
Properties=species:S:1:pos:R:3
C 0.743 1.400 -1.020
C 0.879 0.730 0.114
C 0.947 1.258 1.509
O 1.272 -0.702 0.083
C 2.081 -1.156 -0.992
H -0.193 1.493 -1.545
H 1.518 1.780 -1.664
H 1.895 1.770 1.675
H 0.087 1.894 1.704
H 0.920 0.442 2.231
H 2.634 -2.027 -0.645
H 1.447 -1.415 -1.844
H 2.808 -0.417 -1.333
C -3.003 0.300 0.105
N -1.676 -0.150 0.373
C -1.099 -1.233 0.190
N -1.032 -2.440 0.441
H -3.004 1.389 0.017
H -3.421 -0.108 -0.820
H -3.683 0.056 0.927
H -0.119 -2.863 0.494
```

Results
Spin multiplicity ... 1
SMILES string ... C=C(C)OC.CN=C=N
E_LUMO (alpha / beta) ... 0.6703 / -0.2292 eV
HOMO level (alpha / beta) ... -8.02 / -6.93 eV
Net charge ... 0

---

Which one sits at the bottom of the stability order? #z does.

---

#w
Computed, not measured: one molecule with the formula C6H12N2O, with ωB97M-V with the def2-TZVPD basis set.

Structure (XYZ):
```
21
Properties=species:S:1:pos:R:3
C -0.968 1.862 -0.339
C -0.667 0.508 0.179
C -1.815 -0.481 0.165
N -1.229 -1.767 -0.164
C 0.213 -1.740 0.100
C 0.596 -0.238 0.164
C 1.820 0.263 -0.515
O 2.978 -0.325 0.025
N 0.215 0.336 1.437
H -0.177 2.619 -0.044
H -1.135 1.767 -1.429
H -2.013 2.106 0.155
H -2.193 -0.646 1.182
H -2.631 -0.242 -0.588
H -1.459 -1.912 -1.164
H 0.531 -2.321 1.009
H 0.711 -2.322 -0.748
H 1.869 1.382 -0.396
H 1.832 0.170 -1.586
H 2.821 -0.240 1.012
H 0.701 1.224 1.545
```

Results
Spin multiplicity ... 1
SMILES string ... C[C@@]12CNC[C@]1(CO)N2
E_LUMO ... 0.7888 eV
HOMO level ... -8.78 eV
Net charge ... 0

---

#x
Computed, not measured: one molecule with the formula C6H12N2O, with ωB97M-V with the def2-TZVPD basis set.

Structure (XYZ):
```
21
Properties=species:S:1:pos:R:3
C -0.491 0.981 1.253
C 0.955 0.169 -1.535
C -1.127 1.914 0.228
C 0.013 -0.399 0.765
C -1.145 -1.138 0.080
C 1.109 -0.422 -0.207
N 2.064 -1.398 -0.057
O 0.392 -1.136 1.929
N -1.381 -1.082 -1.151
H -0.347 -1.685 2.168
H 2.312 -1.938 -0.856
H 1.981 -1.909 0.822
H -2.211 -1.536 -1.508
H -1.218 0.767 2.046
H 0.375 1.465 1.720
H 0.024 -0.287 -1.973
H 0.785 1.229 -1.514
H 1.808 -0.057 -2.154
H -1.799 1.364 -0.437
H -0.384 2.437 -0.377
H -1.717 2.661 0.757
```

Results
Spin multiplicity ... 1
E_LUMO (alpha / beta) ... 0.6015 / 0.5987 eV
HOMO level (alpha / beta) ... -6.84 / -6.84 eV
Net charge ... 0

---

Which one sits at the bottom of the stability order? #x does.

---

#w
Computed, not measured: an isolated ion of composition C4H7N2 and charge +1, with ωB97M-V with the def2-TZVPD basis set.

Structure (XYZ):
```
13
Properties=species:S:1:pos:R:3
C -2.244 -0.039 -0.311
C -0.271 -1.062 0.216
C 1.024 0.896 -0.054
C 1.114 -0.642 -0.027
N -0.388 1.150 0.223
N -1.063 0.018 0.204
H -2.937 -0.824 -0.020
H -0.644 -2.064 0.319
H -0.847 1.982 -0.122
H 1.654 1.360 0.714
H 1.311 1.308 -1.028
H 1.567 -1.075 -0.924
H 1.723 -1.010 0.809
```

Results
Spin multiplicity ... 1
E_LUMO (alpha / beta) ... -6.4927 / -6.3345 eV
HOMO level (alpha / beta) ... -14.14 / -14.62 eV
Net charge ... +1

---

#x
Computed, not measured: an isolated ion of composition C4H7N2 and charge +1, with ωB97M-V with the def2-TZVPD basis set.

Structure (XYZ):
```
13
Properties=species:S:1:pos:R:3
C -1.832 0.810 0.110
C -0.434 0.385 0.137
N 0.450 1.340 -0.089
N 1.700 0.763 -0.356
C 1.684 -0.525 -0.176
C 0.251 -0.958 0.258
H -2.721 0.189 0.509
H -1.968 0.940 -0.936
H -1.759 1.932 0.403
H 2.528 -0.915 0.423
H 1.952 -0.905 -1.174
H 0.221 -1.351 1.292
H -0.071 -1.704 -0.401
```

Results
Spin multiplicity ... 1
SMILES string ... CC1=[N+]=NCC1
E_LUMO ... -7.6056 eV
HOMO level ... -16.52 eV
Net charge ... +1

---

#y
Computed, not measured: an isolated ion of composition C4H7N2 and charge +1, with ωB97M-V with the def2-TZVPD basis set.

Structure (XYZ):
```
13
Properties=species:S:1:pos:R:3
C -1.952 1.088 -0.928
N -0.694 0.341 -0.795
C -0.120 0.072 0.360
C 1.029 -0.634 0.448
N 1.886 -1.518 -0.145
C 2.338 -1.075 1.092
H -1.897 1.922 -0.218
H -2.248 1.215 -1.943
H -2.717 0.389 -0.565
H -0.319 0.254 -1.749
H -0.675 0.005 1.323
H 2.946 -0.211 1.284
H 2.423 -1.848 1.835
```

Results
Spin multiplicity ... 1
SMILES string ... C/[NH+]=C/C1=NC1
E_LUMO ... -6.6777 eV
HOMO level ... -14.62 eV
Net charge ... +1

---

#z
Computed, not measured: an isolated ion of composition C4H7N2 and charge +1, with ωB97M-V with the def2-TZVPD basis set.

Structure (XYZ):
```
13
Properties=species:S:1:pos:R:3
C -2.124 -1.409 -0.850
N -1.400 -0.392 -0.729
C -0.382 0.422 -0.829
N 0.550 0.503 0.068
C 1.569 1.254 0.602
C 1.133 -0.156 1.195
H -1.869 -2.380 -1.471
H -3.184 -1.357 -0.633
H -0.244 1.167 -1.624
H 1.201 2.186 1.081
H 2.457 1.309 0.097
H 1.729 -1.026 0.867
H 0.564 -0.121 2.226
```

Results
Spin multiplicity ... 1
SMILES string ... C=NC=[N+]1CC1
E_LUMO ... -4.3069 eV
HOMO level ... -14.52 eV
Net charge ... +1

---

Which one sits at the bottom of the stability order? #w does.